Computed, not measured: a structure of composition C8H21F3MgO4P2S at a distorted geometry, with the ωB97M-V functional and the def2-TZVPD basis.

The geometry in ORCA input format:
```
! RIJCOSX wB97M-V def2-TZVPD def2/J DEFGRID3
* xyz 0 1
Mg 0.2932 0.2831 0.4580
H -3.6571 -1.8486 1.4040
H -4.1276 -1.2463 1.4860
P 0.0057 -2.4918 -0.5216
P -0.0396 2.7334 -0.8577
C 1.3820 3.7973 -0.3278
H 1.1808 4.8520 -0.5690
H 1.5294 3.6735 0.7542
H 2.2887 3.4615 -0.8500
C -0.4619 3.5085 -2.4948
H -1.4667 3.1911 -2.8079
H -0.4173 4.6094 -2.4519
H 0.2458 3.1470 -3.2577
C -1.2746 3.4818 0.2991
H -0.9831 3.2036 1.3284
H -1.3228 4.5844 0.2101
H -2.2680 3.0532 0.0965
C -0.1823 -3.1812 -2.2315
H -0.1820 -4.2819 -2.2049
H -1.1298 -2.8341 -2.6736
H 0.6388 -2.8378 -2.8791
C 1.3501 -3.6015 0.1086
H 1.4239 -3.4596 1.1908
H 1.1091 -4.6484 -0.1100
H 2.3028 -3.3287 -0.3564
C -1.3712 -3.4365 0.2715
H -2.3298 -3.0413 -0.0844
H -1.3218 -4.5136 0.0524
H -1.3021 -3.2855 1.3565
C 2.2555 -0.0900 1.3849
O 3.3387 0.0731 1.7064
H 1.6757 0.1567 -0.6176
F 0.7626 0.9490 5.9382
C 1.2210 1.5592 4.8159
F 0.9564 2.8877 4.9169
F 2.5630 1.3682 4.7290
S 0.4436 0.7594 3.3154
O 1.0964 -0.5524 3.2213
O -0.9695 0.8335 3.5843
O 0.8277 1.6336 2.1425
*
```

Values from the calculation:
relative energy (zero: lowest compared OMol25 entry of this formula, charge and spin) = 0.3467 eV
HOMO-LUMO gap = 6.83 eV
lowest unoccupied orbital energy = -0.0138 Eh



Computed, not measured: a structure of composition C8H21F3OP2Tb at a distorted geometry, with the ωB97M-V functional and the def2-TZVPD basis.

The geometry in ORCA input format:
```
! RIJCOSX wB97M-V def2-TZVPD def2/J DEFGRID3
* xyz 1 7
Tb -0.0742 -0.1008 -0.2245
H 1.4827 0.1473 0.8251
H 0.9016 -0.5920 1.3474
P 1.3660 1.5175 -1.5254
P -1.5205 -1.9120 0.7645
C -2.9417 -1.3034 1.6267
H -3.5447 -2.1813 1.8510
H -2.6496 -0.7999 2.5477
H -3.5147 -0.5966 1.0170
C -2.0938 -2.7485 -0.7219
H -1.2487 -3.1501 -1.2969
H -2.7285 -3.5574 -0.3613
H -2.6617 -2.0714 -1.3692
C -0.6752 -3.0850 1.7635
H -0.3510 -2.6322 2.6998
H -1.3911 -3.8795 1.9560
H 0.2063 -3.4858 1.2508
C 0.9152 1.1021 -3.2295
H 1.5348 1.7452 -3.8530
H 1.1208 0.0440 -3.4395
H -0.1483 1.2903 -3.4128
C 0.9951 3.2325 -1.2782
H 1.2738 3.5380 -0.2640
H 1.5856 3.7760 -2.0133
H -0.0714 3.4396 -1.4175
C 3.1019 1.2556 -1.3528
H 3.3642 0.2036 -1.5145
H 3.5768 1.8833 -2.1030
H 3.4301 1.5449 -0.3503
C -0.9881 1.5189 0.9586
O -1.5608 2.3661 1.5342
H -1.3145 0.1029 -1.4635
F 0.3536 -0.8703 3.4241
C -0.1674 0.1833 2.7788
F -1.3233 0.5156 3.4074
F 0.7060 1.2407 2.9487
*
```

Values from the calculation:
HOMO-LUMO gap (alpha / beta) = 6.55 / 6.92 eV
lowest unoccupied orbital energy (alpha / beta) = -0.1819 / -0.1724 Eh
<S²> = 12.74



Computed, not measured: a structure of composition C8H22AgBr3N2O2 at a distorted geometry, with the ωB97M-V functional and the def2-TZVPD basis.

The geometry in ORCA input format:
```
! RIJCOSX wB97M-V def2-TZVPD def2/J DEFGRID3
* xyz -1 2
Ag 1.5717 15.3719 -10.7456
Br 4.1845 14.1889 -11.0641
Br 2.0244 16.2555 -8.2348
Br 2.2095 17.7431 -12.1283
C -0.5791 11.4204 -11.1762
C 0.3874 12.6151 -11.4008
C -0.0731 13.5356 -12.5182
O 0.9913 14.4647 -12.7449
C 1.7055 14.1938 -13.9331
N 0.5680 13.3587 -10.1284
H -1.5945 11.7936 -11.0158
H -0.2510 10.7847 -10.3576
H -0.6191 10.8124 -12.0871
H 1.3695 12.1821 -11.6044
H -0.9916 14.0772 -12.3005
H -0.2895 12.9185 -13.3945
H 2.2876 15.0914 -14.1577
H 1.0296 14.0933 -14.7911
H 2.4021 13.3534 -13.9095
H 1.1339 12.7685 -9.5230
H -0.3353 13.3850 -9.6556
C -1.9673 17.3402 -9.5106
C -1.9660 16.4186 -10.7172
C -3.0045 16.8876 -11.7100
O -2.9803 16.0591 -12.8820
C -4.1988 15.7987 -13.4877
N -0.6158 16.4083 -11.3216
H -1.2774 17.0093 -8.7385
H -2.9804 17.4082 -9.0911
H -1.7686 18.3804 -9.7783
H -2.2098 15.3812 -10.4677
H -2.8512 17.9116 -12.0699
H -4.0376 16.8649 -11.3376
H -4.6399 14.8593 -13.1185
H -4.1440 15.6825 -14.5697
H -4.9617 16.5595 -13.2781
H -0.7538 16.2615 -12.3272
H -0.2613 17.3706 -11.3976
*
```

Values from the calculation:
relative energy (zero: lowest compared OMol25 entry of this formula, charge and spin) = 0.0000 eV
HOMO-LUMO gap (alpha / beta) = 6.61 / 4.78 eV
lowest unoccupied orbital energy (alpha / beta) = 0.0872 / 0.0290 Eh
<S²> = 0.76



Computed, not measured: a structure of composition C8H22B2O27 at a distorted geometry, with the ωB97M-V functional and the def2-TZVPD basis.

The geometry in ORCA input format:
```
! RIJCOSX wB97M-V def2-TZVPD def2/J DEFGRID3
* xyz -2 1
O 1.5976 1.7178 -4.8274
C 0.4846 1.5048 -4.2514
O -0.4824 2.2168 -4.5384
B -1.4804 1.6578 -3.6394
O -0.8544 0.5878 -2.8084
C 0.2856 0.5288 -3.3264
O 1.0696 -0.4602 -3.0384
O -2.7174 1.2788 -4.2404
C -3.6864 1.9688 -3.9034
O -4.8914 1.7648 -4.1234
C -3.2844 2.8998 -2.8664
O -1.9594 2.7138 -2.6344
O -3.8484 3.9018 -2.3854
O -2.9244 -1.5022 0.1286
C -1.8114 -0.9462 0.2156
O -0.8144 -1.3302 0.7616
B 0.2546 -0.3272 0.6706
O -0.4954 0.8768 0.2736
C -1.7004 0.4688 0.0886
O -2.5574 1.3018 -0.0254
O 1.2366 -0.7122 -0.3234
C 2.3286 -0.8692 0.2746
O 3.1976 -1.5892 -0.1104
C 2.1936 -0.4372 1.6036
O 1.0436 -0.2442 1.9496
O 3.0866 -0.4852 2.4416
O -5.2244 1.7158 -0.0284
H -4.2314 1.5448 -0.3274
H -5.2244 2.7018 -0.0674
O -5.0604 -2.7962 1.1676
H -4.8064 -2.7252 2.0846
H -4.2374 -2.5082 0.8086
O 0.0476 -3.4652 3.5056
H -0.0234 -3.4892 2.5306
H 0.7646 -3.9852 3.6466
O 6.2886 -1.3652 3.0476
H 5.6916 -1.9812 3.2086
H 5.7956 -0.6202 3.0526
O 5.6826 -2.7902 -0.8094
H 5.5176 -2.8272 -1.7984
H 4.9516 -2.3362 -0.5014
O -3.1974 -2.1102 -3.2044
H -2.3704 -2.5412 -2.9444
H -3.6164 -1.6012 -2.4884
O -0.5574 -2.8452 -2.2564
H -0.0154 -2.1222 -2.1304
H -0.4624 -3.1542 -1.3994
O 1.4226 2.9458 2.7716
H 1.7916 2.7428 1.9646
H 1.7166 2.0828 3.1826
O -0.8774 4.0328 -0.0694
H -0.9414 3.0908 -0.4154
H -1.1354 4.0408 0.8676
O 5.0176 1.0668 3.9626
H 4.9536 0.7328 4.9186
H 4.3216 0.5418 3.4436
O 1.6036 0.8718 4.4336
H 0.8546 0.3828 4.6196
H 2.2876 0.2828 3.8596
*
```

Values from the calculation:
relative energy (zero: lowest compared OMol25 entry of this formula, charge and spin) = 7.2896 eV
HOMO-LUMO gap = 8.82 eV
lowest unoccupied orbital energy = 0.1258 Eh



Computed, not measured: a structure of composition C8H22ClN2O2Pd at a distorted geometry, with the ωB97M-V functional and the def2-TZVPD basis.

The geometry in ORCA input format:
```
! RIJCOSX wB97M-V def2-TZVPD def2/J DEFGRID3
* xyz 1 3
Pd 28.5246 -10.3154 -13.5293
Cl 24.2269 -12.1882 -12.8247
C 19.7182 -10.1760 -19.0437
C 21.1584 -10.0172 -19.4155
C 21.3906 -9.3151 -20.7595
O 20.8958 -10.1275 -21.8070
C 21.0326 -9.6358 -23.1167
N 21.7424 -9.2912 -18.2973
H 19.2450 -10.7858 -19.8134
H 19.2514 -9.1918 -19.0830
H 19.5650 -10.6259 -18.0627
H 21.5983 -11.0088 -19.5220
H 22.4516 -9.1661 -20.9603
H 20.9378 -8.3241 -20.7307
H 21.0688 -8.5496 -23.1999
H 20.3225 -10.0282 -23.8446
H 21.9794 -9.9444 -23.5598
H 21.2244 -8.4294 -18.2010
H 21.7003 -9.7580 -17.4026
C 23.1052 -13.0931 -5.5368
C 22.4515 -11.7607 -5.1893
C 22.8467 -11.2710 -3.7044
O 22.4884 -12.2331 -2.7340
C 22.9664 -11.8754 -1.4375
N 22.7773 -10.8201 -6.2404
H 24.1488 -12.8986 -5.7842
H 22.6972 -13.5924 -6.4156
H 23.0337 -13.8796 -4.7854
H 21.3739 -11.8792 -5.3028
H 22.3608 -10.3104 -3.5338
H 23.9211 -11.1510 -3.5652
H 22.7926 -10.8118 -1.2744
H 24.0361 -12.0262 -1.2924
H 22.5388 -12.4708 -0.6308
H 23.7604 -10.5903 -6.2683
H 22.6280 -11.2917 -7.1209
*
```

Values from the calculation:
relative energy (zero: lowest compared OMol25 entry of this formula, charge and spin) = 5.1418 eV
HOMO-LUMO gap (alpha / beta) = 3.12 / 1.68 eV
lowest unoccupied orbital energy (alpha / beta) = -0.2789 / -0.3302 Eh
<S²> = 2.00